The following is a DFT calculation (the ωB97M-V functional and the def2-TZVPD basis) of a structure of composition C22H45N2P3SeTi at a distorted geometry.

Each line ends with the Löwdin charge.
Atoms and positions in Å:
1 Ti -0.1230 -0.8902 -0.0796  0.65
2 P 0.2253 1.3264 1.2036  0.76
3 P -2.4416 0.0990 -0.5087  0.77
4 P 2.2114 -0.5832 -0.7259  0.74
5 H -1.6951 -3.1365 -4.5225  0.08
6 C -0.8111 -3.5008 -3.9886  -0.01
7 C -0.4919 -3.2050 -2.7284  -0.11
8 H -1.0637 -2.4688 -2.1469  -0.01
9 C 0.2547 2.8853 0.2556  -0.22
10 C -1.0203 1.7649 2.4632  -0.24
11 C 1.7200 1.6285 2.2148  -0.24
12 C -3.3162 -0.7973 -1.8731  -0.23
13 C -3.5425 -0.2134 0.9396  -0.22
14 C -2.9030 1.8545 -0.8543  -0.23
15 C 2.4315 -1.6431 -2.1724  -0.23
16 C 3.3751 -1.2227 0.5382  -0.21
17 C 2.9941 0.9691 -1.2322  -0.22
18 H -0.1982 -4.2255 -4.5381  0.09
19 H 0.3545 -3.7131 -2.2337  0.06
20 H 0.5158 3.7190 0.9175  0.08
21 H -0.7153 3.0929 -0.1964  0.03
22 H 0.9988 2.8223 -0.5434  0.04
23 H -0.6485 2.5559 3.1234  0.08
24 H -1.2445 0.9020 3.0966  0.05
25 H -1.9613 2.1134 2.0357  0.04
26 H 1.8377 2.6944 2.4145  0.08
27 H 2.6292 1.2665 1.7308  0.02
28 H 1.6313 1.1312 3.1866  0.06
29 H -4.3587 -0.4596 -1.9363  0.08
30 H -3.3039 -1.8715 -1.6858  0.05
31 H -2.7954 -0.5801 -2.8046  0.04
32 H -4.5406 0.2004 0.7396  0.08
33 H -3.1396 0.2536 1.8433  0.03
34 H -3.6094 -1.2914 1.1148  0.03
35 H -3.9581 1.9499 -1.1398  0.09
36 H -2.2843 2.2228 -1.6772  0.00
37 H -2.7286 2.5001 0.0118  0.04
38 H 3.4971 -1.7385 -2.3791  0.08
39 H 1.9282 -1.2084 -3.0398  0.06
40 H 2.0118 -2.6331 -2.0083  0.03
41 H 4.3224 -1.4380 0.0563  0.08
42 H 2.9721 -2.1355 0.9772  0.05
43 H 3.5318 -0.5045 1.3384  0.04
44 H 4.0135 0.8122 -1.6050  0.09
45 H 3.0143 1.7081 -0.4197  0.05
46 H 2.3917 1.3868 -2.0489  0.04
47 C 0.1508 1.2814 -5.5915  -0.52
48 C -0.1245 -0.0855 -5.5686  -0.20
49 C 0.2058 -0.9715 -6.6013  -0.08
50 C 0.7598 -0.4754 -7.7704  -0.07
51 C 1.2169 0.8435 -7.8380  -0.05
52 C 0.9474 1.6828 -6.7370  -0.08
53 Se -0.3795 2.2676 -3.9506  0.82
54 H -1.6276 1.5641 -3.7382  -0.19
55 H -0.5407 -0.5076 -4.6638  0.05
56 H 0.0458 -2.0562 -6.5200  0.10
57 H 0.9143 -1.1016 -8.6282  0.11
58 H 1.7746 1.2113 -8.7216  0.13
59 H 1.4272 2.6871 -6.7574  0.12
60 C 0.8738 -2.7687 5.1736  0.02
61 C 0.2791 -2.6538 3.8284  -0.24
62 C -0.6744 -3.4872 3.2593  0.08
63 C -0.8786 -3.0166 1.9468  -0.29
64 N -0.0443 -1.9469 1.7321  -0.11
65 N 0.6202 -1.7459 2.8877  0.06
66 C -1.7799 -3.6101 0.9520  0.00
67 H 0.1754 -2.3981 5.9429  0.12
68 H 1.0944 -3.8190 5.3779  0.11
69 H 1.8076 -2.2091 5.2614  0.10
70 H -1.1694 -4.3504 3.7215  0.16
71 H 1.2867 -0.9640 3.0266  0.16
72 H -2.0098 -4.6246 1.3017  0.12
73 H -2.7515 -3.1189 0.9360  0.08
74 H -1.3537 -3.7155 -0.0404  0.07

Properties
- calculated total energy (Eh) = -5248.7426
- charge = +3
- E_HOMO (spin up / spin down) (eV) = -15.24 / -15.24
- <S²> = 0.758
- spin multiplicity = 2

---

The following is a DFT calculation (the ωB97M-V functional and the def2-TZVPD basis) of a structure of composition C22H46B3FN2O7 at a distorted geometry.

Each line ends with the Löwdin charge.
Atoms and positions in Å:
1 C 7.6689 -0.9850 2.1396  -0.07
2 C 7.7795 -1.3553 0.6645  -0.26
3 O 6.7867 -0.8183 -0.1851  -0.14
4 C 6.5187 0.5559 -0.0211  -0.22
5 C 5.2544 0.8835 0.8115  -0.02
6 B 4.0709 -0.1334 0.6607  -0.48
7 O 2.8059 0.3753 0.3557  0.33
8 B 1.7668 -0.4010 0.8304  -0.74
9 O 0.6168 0.2424 1.1848  0.21
10 O 1.8477 -1.7724 0.9147  0.37
11 B 3.0607 -2.1069 0.3429  -0.76
12 F 3.0911 -2.9063 -0.6644  0.34
13 O 4.1744 -1.4956 0.8481  0.36
14 H 7.9841 0.0459 2.2883  0.07
15 H 8.3314 -1.6086 2.7295  0.08
16 H 6.6416 -1.0398 2.4811  0.07
17 H 7.6685 -2.4346 0.6038  0.12
18 H 8.7914 -1.1481 0.3069  0.12
19 H 6.3443 0.9476 -1.0212  0.12
20 H 7.3620 1.1219 0.3719  0.12
21 H 5.5470 0.9885 1.8563  0.11
22 H 4.9000 1.8498 0.4672  0.11
23 H 0.4063 0.0335 2.1072  0.12
24 C -3.4935 4.0522 1.2743  -0.02
25 C -2.4743 3.3438 2.2118  -0.47
26 C -2.9317 1.9150 2.5434  -0.14
27 C -4.0047 1.8156 3.6247  -0.17
28 C -3.5917 2.6131 4.8580  -0.14
29 C -3.2739 4.0704 4.5244  -0.50
30 N -2.2554 4.1742 3.4348  -0.08
31 O -1.0935 3.9076 3.9279  -0.02
32 C -4.5857 4.7837 4.1414  -0.05
33 C -2.7967 4.7929 5.7813  -0.05
34 C -1.2026 3.2193 1.3748  -0.05
35 H -4.0091 4.8839 1.7459  0.06
36 H -2.9929 4.4944 0.4129  0.08
37 H -4.2498 3.3623 0.8967  0.09
38 H -2.0662 1.3339 2.8796  0.12
39 H -3.2826 1.4273 1.6326  0.12
40 H -4.9689 2.1594 3.2403  0.11
41 H -4.1456 0.7679 3.8995  0.11
42 H -4.3847 2.5736 5.6081  0.12
43 H -2.7166 2.1383 5.3139  0.13
44 H -4.3961 5.8165 3.8441  0.09
45 H -5.2594 4.8063 4.9985  0.09
46 H -5.1342 4.2921 3.3408  0.06
47 H -1.9344 4.3091 6.2369  0.08
48 H -3.5919 4.8013 6.5267  0.09
49 H -2.5330 5.8287 5.5608  0.09
50 H -0.7716 4.1985 1.1594  0.09
51 H -1.4350 2.7384 0.4243  0.10
52 H -0.4416 2.6125 1.8597  0.06
53 C -2.0600 -4.6245 -5.2293  -0.02
54 C -1.7752 -3.0995 -5.1169  -0.48
55 C -0.3850 -2.7547 -5.6752  -0.14
56 C 0.7796 -3.0480 -4.7327  -0.17
57 C 0.5186 -2.4368 -3.3598  -0.13
58 C -0.8088 -2.9014 -2.7631  -0.49
59 N -1.9487 -2.6584 -3.7006  -0.08
60 O -2.2427 -1.4026 -3.6804  -0.01
61 C -0.6859 -4.3941 -2.3990  -0.04
62 C -1.0451 -2.2004 -1.4293  -0.03
63 C -2.8002 -2.4456 -6.0425  -0.06
64 H -2.1222 -5.1241 -4.2670  0.06
65 H -3.0274 -4.8105 -5.6965  0.08
66 H -1.3032 -5.1389 -5.8237  0.09
67 H -0.3545 -1.6877 -5.9192  0.12
68 H -0.2340 -3.2815 -6.6193  0.12
69 H 0.9489 -4.1257 -4.6565  0.11
70 H 1.6974 -2.6272 -5.1494  0.11
71 H 1.3343 -2.6902 -2.6800  0.11
72 H 0.5225 -1.3451 -3.4487  0.13
73 H -1.6316 -4.7818 -2.0158  0.09
74 H 0.0641 -4.5237 -1.6180  0.09
75 H -0.3684 -5.0234 -3.2280  0.06
76 H -1.0276 -1.1150 -1.5190  0.08
77 H -0.2656 -2.4721 -0.7177  0.08
78 H -2.0039 -2.4924 -0.9963  0.10
79 H -3.8157 -2.5820 -5.6679  0.09
80 H -2.7377 -2.9053 -7.0295  0.09
81 H -2.6239 -1.3785 -6.1694  0.08

Properties
- calculated total energy (Eh) = -1676.7134
- E_HOMO (spin up / spin down) (eV) = -8.39 / -9.26
- <S²> = 2.008
- spin multiplicity = 3

---

The following is a DFT calculation (the ωB97M-V functional and the def2-TZVPD basis) of a cluster of 9 separate species, C22H46Br6N6O4 in total at a distorted geometry.

Each line ends with the Löwdin charge.
Atoms and positions in Å:
1 C 0.1893 -25.3337 9.8417  -0.02
2 N -0.2550 -24.6977 11.0823  -0.19
3 C -0.4670 -23.2533 11.0124  -0.02
4 C -0.7703 -25.3597 12.1068  -0.38
5 O -1.2373 -24.9318 13.1542  -0.03
6 H -0.0548 -26.3729 9.9274  0.08
7 H 1.2178 -25.1986 9.7045  0.06
8 H -0.2974 -24.7233 9.0463  0.10
9 H -1.1889 -23.1395 10.2753  0.06
10 H -0.7910 -22.7746 11.9677  0.08
11 H 0.4610 -22.9123 10.6051  0.08
12 H -0.6437 -26.5117 11.9260  0.15
13 C 4.1775 -14.1368 9.2988  -0.06
14 N 3.0105 -14.2133 8.4384  -0.20
15 C 3.0066 -13.1543 7.3818  -0.03
16 C 1.9710 -15.0230 8.6626  -0.37
17 O 0.9794 -15.0913 7.8955  -0.05
18 H 4.4780 -15.1357 9.7003  0.11
19 H 4.0903 -13.3723 10.1142  0.09
20 H 4.8795 -13.7689 8.5478  0.07
21 H 2.7475 -12.2511 7.8779  0.07
22 H 3.9853 -13.0627 6.9426  0.07
23 H 2.1676 -13.3136 6.6328  0.11
24 H 2.1398 -15.6494 9.5293  0.09
25 C -1.5060 -18.9115 11.1603  -0.10
26 N -0.4586 -18.3602 10.4122  -0.19
27 C -0.6049 -18.3158 8.9797  -0.05
28 C 0.6838 -17.8932 11.0722  -0.30
29 O 1.6185 -17.3450 10.5559  -0.01
30 H -2.3911 -18.3949 11.1452  0.05
31 H -1.2889 -19.1340 12.2149  0.05
32 H -1.7916 -19.9111 10.6904  0.11
33 H -0.9421 -19.3233 8.6079  0.08
34 H -1.3182 -17.5652 8.6440  0.07
35 H 0.4097 -18.0876 8.5590  0.11
36 H 0.6716 -18.0941 12.1363  0.11
37 C 0.8191 -22.5595 3.7721  -0.05
38 N 0.6350 -21.8419 5.0520  -0.19
39 C 1.7130 -20.9105 5.3778  -0.03
40 C -0.2160 -22.2831 5.9605  -0.39
41 O -0.3553 -21.8170 7.0759  -0.02
42 H 1.6094 -23.3611 3.9268  0.10
43 H 1.3110 -21.9118 3.0678  0.08
44 H -0.1072 -23.0248 3.3896  0.09
45 H 2.6481 -21.3037 4.9406  0.10
46 H 1.4351 -19.9291 5.0113  0.08
47 H 1.7042 -20.8148 6.4573  0.07
48 H -0.8514 -23.1551 5.5749  0.15
49 Br 1.5029 -22.8796 14.4523  0.66
50 C 2.4772 -21.3327 13.8254  -0.69
51 C 2.2427 -20.1773 14.8120  -0.72
52 Br 3.0838 -18.5792 14.1665  0.66
53 H 2.1442 -21.1242 12.8456  0.01
54 H 3.5096 -21.5829 13.8268  0.04
55 H 2.5716 -20.4525 15.8003  0.05
56 H 1.2151 -19.8570 14.9339  0.03
57 Br -3.3621 -14.9986 9.4620  0.57
58 C -1.5003 -14.6196 10.0613  -0.66
59 C -1.1187 -13.1911 9.9410  -0.62
60 Br 0.6257 -12.7922 10.8107  0.64
61 H -0.9101 -15.2839 9.4413  0.02
62 H -1.4769 -14.9122 11.0977  0.05
63 H -1.7130 -12.5309 10.4980  0.02
64 H -1.0651 -12.8592 8.9540  0.04
65 Br 4.0937 -24.2772 7.3869  0.66
66 C 4.6456 -23.0901 8.7618  -0.70
67 C 3.8452 -21.8306 8.4939  -0.74
68 Br 3.9304 -20.5470 9.9729  0.63
69 H 5.7331 -23.0068 8.6835  0.07
70 H 4.2893 -23.5792 9.6589  0.05
71 H 2.8142 -22.1468 8.4070  0.02
72 H 4.0413 -21.2672 7.5997  0.04
73 C -2.5683 -19.0437 5.9818  -0.06
74 C -1.6642 -19.0887 4.8118  -0.25
75 N -1.0122 -18.9807 3.8530  0.13
76 H -3.4007 -19.5897 5.7005  0.05
77 H -2.9108 -18.0491 6.3979  0.11
78 H -2.0152 -19.3428 6.8897  0.05
79 C -2.8293 -22.6506 14.9997  -0.06
80 C -2.1173 -21.5130 14.4078  -0.27
81 N -1.5681 -20.6119 13.9894  0.15
82 H -2.2101 -23.0944 15.8216  0.11
83 H -3.1716 -23.3607 14.2392  0.08
84 H -3.6934 -22.2250 15.4571  0.06

Properties
- SMILES = CN(C)C=O.CN(C)C=O.CN(C)C=O.CN(C)C=O.BrCCBr.BrCCBr.BrCCBr.CC#N.CC#N
- calculated total energy (Eh) = -16939.3824
- E_HOMO (eV) = -8.91